(1)
DFT (the ωB97M-V functional and the def2-TZVPD basis) results for C28H25AlBrP as an isolated structure.

Last column: Löwdin charge in e.
Atoms and positions in Å:
Al: -0.1732 1.2501 0.5441  0.188
Br: 0.0125 3.8870 0.4141  0.962
C: 0.1915 4.0100 2.3206  -0.530
C: 0.2662 5.2492 2.8749  -0.118
C: 0.4268 5.3612 4.2729  -0.069
C: 0.5115 4.2376 5.0413  -0.027
C: 0.4354 2.9476 4.4596  -0.160
C: 0.5328 1.7802 5.2553  -0.028
C: 0.4661 0.5443 4.6840  -0.066
C: 0.2897 0.4193 3.2878  -0.102
C: 0.1815 1.5114 2.4590  -0.208
C: 0.2648 2.8024 3.0590  -0.218
H: 0.2116 6.1353 2.2580  0.104
H: 0.4876 6.3439 4.7203  0.108
H: 0.6423 4.3146 6.1137  0.116
H: 0.6682 1.8912 6.3244  0.115
H: 0.5513 -0.3447 5.2955  0.107
H: 0.2486 -0.5822 2.8704  0.100
C: -3.4413 2.5169 -0.4125  -0.253
P: -2.5908 1.0737 0.2909  0.788
C: -3.5137 0.7013 1.8112  -0.241
C: -2.9915 -0.2686 -0.8504  -0.243
H: -4.5014 2.2959 -0.5463  0.053
H: -2.9996 2.7560 -1.3798  0.054
H: -3.3309 3.3812 0.2418  0.040
H: -4.5755 0.5812 1.5924  0.051
H: -3.3812 1.5003 2.5407  0.050
H: -3.1320 -0.2222 2.2474  0.051
H: -4.0724 -0.3806 -0.9461  0.057
H: -2.5482 -1.2034 -0.5101  0.062
H: -2.5478 -0.0409 -1.8184  0.037
C: 0.3938 0.5512 -1.0389  -0.144
C: 0.7755 -0.4795 -1.6460  -0.178
C: 1.1877 -1.5998 -2.2921  -0.199
C: 0.1624 -2.4691 -2.8824  -0.191
C: 0.2644 -3.8682 -2.8687  -0.050
C: -0.7494 -4.6698 -3.3681  -0.100
C: -1.9057 -4.1106 -3.8979  -0.119
C: -2.0216 -2.7266 -3.9289  -0.108
C: -1.0039 -1.9251 -3.4383  -0.063
C: 2.6158 -1.9439 -2.2863  -0.186
C: 3.4817 -1.4285 -1.3097  -0.042
C: 4.8343 -1.7232 -1.3160  -0.104
C: 5.3740 -2.5506 -2.2928  -0.120
C: 4.5334 -3.0670 -3.2693  -0.102
C: 3.1805 -2.7665 -3.2707  -0.054
H: 1.1457 -4.3298 -2.4413  0.110
H: -0.6383 -5.7473 -3.3335  0.097
H: -2.6948 -4.7403 -4.2879  0.090
H: -2.9048 -2.2671 -4.3587  0.094
H: -1.0828 -0.8457 -3.5009  0.102
H: 3.0717 -0.7835 -0.5417  0.098
H: 5.4740 -1.3080 -0.5458  0.095
H: 6.4308 -2.7852 -2.2952  0.090
H: 4.9375 -3.7032 -4.0481  0.096
H: 2.5492 -3.1621 -4.0564  0.108

Values from the calculation:
Multiplicity ... 1
E_tot ... -115369.106 eV
Orbital gap ... 5.0 eV
Relative energy (zero: lowest compared OMol25 entry of this formula, charge and spin) ... 0.000 eV

***

(2)
DFT (the ωB97M-V functional and the def2-TZVPD basis) results for a 2-piece molecular cluster, C6H15NO overall at a distorted geometry.

Last column: Löwdin spin population.
Atoms and positions in Å:
C: 1.5153 2.0422 -0.1896  0.001
C: 1.8797 0.6903 -0.7827  0.006
C: 0.6537 -0.0624 -1.3205  0.006
C: -0.0714 -0.8346 -0.2926  0.085
C: 0.4867 -2.0279 0.1605  0.500
C: -2.2305 0.4458 -0.2984  0.036
N: -1.3870 -0.7045 -0.0829  0.277
H: 0.4879 2.2944 0.0989  0.000
H: 2.1584 2.3707 0.6244  0.000
H: 1.6104 2.7935 -0.9807  0.000
H: 2.7016 0.8057 -1.4832  0.001
H: 2.2846 0.0476 -0.0018  0.003
H: 0.8897 -0.5422 -2.2840  0.002
H: 0.0002 0.5953 -1.9198  0.001
H: 0.0026 -2.7858 0.7444  0.023
H: 1.5484 -2.0581 -0.0521  0.022
H: -2.7289 0.9965 0.4982  0.012
H: -3.1113 -0.0456 -0.7494  0.017
H: -1.9102 1.1987 -1.0120  0.000
H: -1.6420 -1.0965 0.8430  0.004
H: -1.0820 -0.5849 3.0877  0.000
H: -0.6913 -2.1042 2.6482  0.002
O: -1.3644 -1.4339 2.7444  0.004

Values from the calculation:
Multiplicity ... 2
E_tot ... -9993.714 eV
⟨S²⟩ ... 0.77
Net charge ... +1
Orbital gap (spin up / spin down) ... 10.8 / 8.4 eV
Relative energy (zero: lowest compared OMol25 entry of this formula, charge and spin) ... 1.526 eV

***

(3)
DFT (the ωB97M-V functional and the def2-TZVPD basis) results for a single C22H22N2O3 molecule.

Last column: Löwdin charge in e.
Atoms and positions in Å:
C: -5.5969 -1.1970 -1.0553  -0.039
C: -5.4856 0.1064 -0.3333  -0.201
C: -6.6118 0.8967 -0.1338  -0.044
C: -6.5337 2.1339 0.4770  -0.089
C: -5.3055 2.6190 0.8932  -0.092
C: -4.1745 1.8465 0.7182  -0.023
C: -4.2589 0.5879 0.1309  -0.189
N: -3.0627 -0.1500 -0.0148  0.140
C: -2.8456 -1.4242 0.4078  -0.432
O: -3.6906 -2.1407 0.9023  0.082
C: -1.4416 -1.8901 0.1717  -0.118
C: -0.3494 -1.0685 0.4165  0.045
C: 0.9333 -1.5318 0.1605  -0.159
C: 1.1344 -2.8198 -0.3193  0.005
C: 0.0440 -3.6484 -0.5192  -0.051
C: -1.2380 -3.1908 -0.2759  -0.009
H: -2.0951 -3.8278 -0.4309  0.121
H: 0.1995 -4.6556 -0.8746  0.108
H: 2.1337 -3.1733 -0.5152  0.116
N: 2.0377 -0.6678 0.3753  0.117
C: 3.2444 -1.0809 0.9265  -0.373
O: 3.4730 -2.1859 1.3364  0.130
C: 4.1993 0.0936 0.8813  -0.167
C: 5.2966 -0.1956 -0.1495  -0.143
C: 6.2214 1.0129 -0.3096  -0.180
C: 5.4434 2.3397 -0.3414  -0.184
C: 3.9689 2.1157 -0.6618  -0.147
H: 3.4451 3.0679 -0.7463  0.123
H: 3.8658 1.6005 -1.6177  0.127
C: 3.3382 1.2859 0.4615  -0.170
C: 2.0127 0.6802 0.0501  -0.367
O: 1.0876 1.2454 -0.4719  0.120
H: 3.1465 1.9445 1.3154  0.166
H: 5.8812 3.0110 -1.0803  0.109
H: 5.5126 2.8338 0.6297  0.113
H: 6.9364 1.0326 0.5140  0.110
H: 6.7904 0.8884 -1.2318  0.110
H: 4.8299 -0.4383 -1.1065  0.127
H: 5.8680 -1.0686 0.1676  0.124
H: 4.6625 0.2275 1.8616  0.165
H: -0.4820 -0.0779 0.8234  0.121
H: -2.2488 0.3945 -0.2663  0.140
H: -3.2104 2.2123 1.0433  0.112
H: -5.2288 3.5914 1.3559  0.100
H: -7.4263 2.7253 0.6161  0.100
H: -7.5687 0.5330 -0.4798  0.110
H: -6.5634 -1.2824 -1.5454  0.077
H: -4.8081 -1.2884 -1.8016  0.088
H: -5.4801 -2.0231 -0.3541  0.073

Values from the calculation:
SMILES string ... Cc1ccccc1NC(=O)c1cccc(N2C(=O)[C@H]3CCCC[C@H]3C2=O)c1
Multiplicity ... 1
E_tot ... -32296.060 eV
Orbital gap ... 9.3 eV
Relative energy (zero: lowest compared OMol25 entry of this formula, charge and spin) ... 0.000 eV

***

(4)
DFT (the ωB97M-V functional and the def2-TZVPD basis) results for C25H45ClGaNO2P as an isolated structure at a distorted geometry.

Last column: Löwdin charge in e.
Atoms and positions in Å:
Ga: 4.0074 1.3476 3.5812  -0.099
P: -0.0308 -0.3985 0.0458  1.182
Cl: 3.4028 -0.7288 3.5511  -0.067
C: 1.4217 0.5177 -0.6269  -0.252
H: 1.6599 1.2655 0.1528  0.086
H: 2.2467 -0.2166 -0.5739  0.087
C: -1.0178 0.5925 1.2511  -0.350
C: 0.7765 -1.7585 1.0010  -0.378
C: -2.4410 0.0458 1.4772  -0.210
H: -0.4524 0.4791 2.1984  0.135
C: -3.1324 0.7904 2.6274  -0.195
H: -3.0343 0.1745 0.5591  0.099
H: -2.4295 -1.0326 1.6982  0.092
C: -3.1467 2.3093 2.4175  -0.206
H: -4.1585 0.4157 2.7282  0.107
H: -2.6083 0.5548 3.5634  0.116
C: -1.7713 2.8767 2.0450  -0.184
H: -3.8600 2.5525 1.6196  0.110
H: -3.5095 2.8015 3.3269  0.104
C: -1.0761 2.0903 0.9247  -0.196
H: -1.8698 3.9241 1.7337  0.116
H: -1.1154 2.8628 2.9263  0.118
H: -1.6179 2.2371 -0.0241  0.107
H: -0.0684 2.5022 0.7786  0.087
C: -1.0398 -1.0290 -1.3626  -0.357
C: 1.4678 -2.7818 0.0838  -0.196
H: 1.5622 -1.2276 1.5768  0.073
C: 2.2971 -3.7771 0.9094  -0.192
H: 0.7138 -3.3354 -0.4976  0.104
H: 2.1244 -2.2844 -0.6436  0.106
C: 1.4727 -4.4631 2.0055  -0.201
H: 2.7244 -4.5296 0.2367  0.108
H: 3.1346 -3.2375 1.3724  0.106
C: 0.6707 -3.4721 2.8599  -0.197
H: 0.7805 -5.1781 1.5402  0.107
H: 2.1384 -5.0440 2.6545  0.107
C: -0.1276 -2.4604 2.0258  -0.200
H: -0.0206 -4.0156 3.5148  0.108
H: 1.3615 -2.9136 3.5066  0.081
H: -0.9484 -2.9817 1.5077  0.101
H: -0.5892 -1.7276 2.7035  0.103
C: -1.8766 0.0735 -2.0344  -0.193
H: -0.2685 -1.3548 -2.0885  0.129
C: -2.5340 -0.4476 -3.3198  -0.189
H: -2.6571 0.4297 -1.3432  0.103
H: -1.2493 0.9416 -2.2766  0.076
C: -3.3539 -1.7261 -3.0931  -0.206
H: -3.1729 0.3400 -3.7376  0.111
H: -1.7441 -0.6514 -4.0571  0.117
C: -2.5817 -2.7946 -2.3087  -0.196
H: -4.2747 -1.4728 -2.5499  0.110
H: -3.6638 -2.1356 -4.0615  0.104
C: -1.9207 -2.2472 -1.0335  -0.201
H: -3.2505 -3.6198 -2.0370  0.108
H: -1.7931 -3.2112 -2.9506  0.115
H: -2.6989 -1.9575 -0.3086  0.106
H: -1.3321 -3.0468 -0.5606  0.086
C: 0.6973 2.5861 -1.9025  -0.221
C: 1.4009 1.1552 -1.9496  -0.416
H: -0.3941 2.6214 -1.8424  0.003
C: 2.8347 1.3347 -2.4842  -0.185
H: 0.8414 0.5407 -2.6752  0.095
C: 3.5736 2.4257 -1.7111  -0.211
H: 3.3845 0.3901 -2.4026  0.096
H: 2.7819 1.5958 -3.5485  0.112
C: 2.9804 3.8040 -1.9777  -0.202
H: 3.5197 2.2129 -0.6355  0.095
H: 4.6354 2.4211 -1.9880  0.101
C: 1.4240 3.8371 -1.9039  -0.330
H: 3.3875 4.5260 -1.2610  0.095
H: 3.2809 4.1514 -2.9745  0.093
H: 1.1438 4.4014 -0.9932  0.069
H: 1.0503 4.4509 -2.7442  0.072
O: 2.2155 3.2793 1.6507  -0.033
N: 2.9323 2.6005 2.3679  -0.255
O: 2.7845 2.8000 3.7601  -0.328

Values from the calculation:
Multiplicity ... 1
E_tot ... -106424.869 eV
Net charge ... -1
Orbital gap ... 3.4 eV
Relative energy (zero: lowest compared OMol25 entry of this formula, charge and spin) ... 0.000 eV